# 1
ORCA calculation (ωB97M-V/def2-TZVPD) on C36H34As2IrNO5P as an isolated structure.

```
80
Properties=species:S:1:pos:R:3:forces:R:3
Ir -0.58982 0.15466 0.33015 0.5 0.0 0.1
C -0.93214 0.99317 3.99779 0.0 0.0 0.0
As 0.33082 0.43941 2.65009 0.0 0.0 0.0
C 1.31820 -0.94537 3.57799 0.0 0.0 0.1
C 1.59269 1.89635 2.51293 0.1 0.0 0.0
C 1.68506 2.87347 3.49767 0.0 0.0 0.0
C 2.59846 3.90961 3.36597 0.0 0.0 0.0
C 3.42698 3.96413 2.25702 0.0 0.0 0.0
C 3.33742 2.99101 1.27142 0.0 0.0 0.0
C 2.41400 1.95782 1.38333 0.0 0.0 0.0
As 2.24256 0.59342 0.00286 -0.1 -0.1 0.1
C 3.73426 -0.56991 0.47670 0.0 0.1 0.0
C 3.00453 1.47105 -1.55182 0.0 0.0 0.0
H -1.68665 0.21381 4.08750 0.0 0.0 0.0
H -1.41444 1.91283 3.68046 0.0 0.0 0.0
H -0.42934 1.12443 4.95494 0.0 0.0 0.0
H 1.81642 -0.51124 4.44389 0.0 0.0 0.0
H 2.05334 -1.39504 2.91567 0.0 0.0 0.0
H 0.61663 -1.71187 3.90576 0.0 0.0 0.0
H 1.04502 2.83743 4.36999 0.0 0.0 0.0
H 2.66106 4.67283 4.13011 0.0 0.0 0.0
H 4.14378 4.76820 2.15500 0.0 0.0 0.0
H 3.98894 3.05719 0.40953 0.0 0.0 0.0
H 4.60340 0.05235 0.68891 0.0 0.0 0.0
H 3.94690 -1.23804 -0.35426 0.0 0.0 0.0
H 3.49063 -1.16673 1.35318 0.0 0.0 0.0
H 4.03907 1.74889 -1.35592 0.0 0.0 0.0
H 2.41204 2.35136 -1.78695 0.0 0.0 0.0
H 2.97692 0.77833 -2.39132 0.0 0.0 0.0
O -2.94963 0.39231 -1.47460 0.0 -0.1 0.0
C -2.59089 -0.54876 -0.83575 -0.3 0.0 -0.2
C -2.71792 -1.98048 -0.89284 0.0 0.0 0.0
C -3.98622 -2.57661 -1.02906 0.0 0.0 0.0
C -4.09725 -3.94165 -0.90158 0.0 -0.1 0.0
C -2.97342 -4.74009 -0.64825 -0.1 0.0 0.0
C -1.72187 -4.16388 -0.55273 0.1 0.1 0.0
C -1.58144 -2.78303 -0.68569 -0.1 -0.2 0.0
P -0.07185 -1.84332 -0.79259 -0.1 0.2 0.1
C 1.25339 -2.91829 -0.20464 0.0 0.0 -0.1
C 2.33403 -3.28131 -1.00307 0.0 0.0 0.0
C 3.32428 -4.11380 -0.49664 0.0 0.0 0.0
C 3.23994 -4.58535 0.80433 0.0 0.0 0.0
C 2.15845 -4.23259 1.60339 0.0 0.0 0.0
C 1.17034 -3.40265 1.09994 0.0 0.0 0.1
C 0.18850 -1.59403 -2.56586 0.0 -0.1 0.0
C 0.43353 -0.32729 -3.08238 0.0 0.1 0.0
C 0.60476 -0.15191 -4.44960 0.0 0.0 0.0
C 0.52494 -1.24019 -5.30376 0.0 0.0 0.0
C 0.26460 -2.50816 -4.79516 0.0 0.0 0.0
C 0.09535 -2.68504 -3.43341 0.0 0.0 0.0
H -4.85529 -1.95904 -1.21127 0.0 0.0 0.0
H -5.06940 -4.40649 -0.99916 0.0 0.0 0.0
H -3.08552 -5.81082 -0.54867 0.0 0.0 0.0
H -0.84638 -4.78144 -0.39112 0.0 0.0 0.0
H 2.40876 -2.92016 -2.02095 0.0 0.0 0.0
H 4.15930 -4.39622 -1.12407 0.0 0.0 0.0
H 4.01261 -5.23328 1.19645 0.0 0.0 0.0
H 2.08350 -4.61069 2.61467 0.0 0.0 0.0
H 0.31950 -3.14390 1.72120 0.0 0.0 0.0
H 0.46735 0.53282 -2.42544 0.0 0.0 0.0
H 0.78903 0.83743 -4.84737 0.0 0.0 0.0
H 0.65304 -1.10259 -6.36919 0.0 0.0 0.0
H 0.18549 -3.35545 -5.46298 0.0 0.0 0.0
H -0.12274 -3.67308 -3.04422 0.0 0.0 0.0
O -0.08257 2.10979 -0.66208 0.1 0.1 -0.1
C -0.85586 3.06693 -0.83039 -0.1 0.0 0.0
C -2.17020 3.23185 -0.30746 0.1 0.2 -0.1
C -2.91128 4.32243 -0.80154 0.0 -0.1 0.1
C -4.17745 4.53162 -0.34363 -0.1 0.1 -0.1
C -4.75156 3.70335 0.63263 0.0 -0.1 0.0
C -4.03760 2.65571 1.14220 0.0 0.0 0.0
C -2.72334 2.37799 0.68678 0.0 -0.1 0.1
O -2.07172 1.39962 1.22569 -0.2 0.1 0.0
N -4.95618 5.65637 -0.87770 0.1 0.0 0.1
O -4.41703 6.36988 -1.69897 0.0 0.0 -0.1
O -6.07968 5.80947 -0.44734 -0.1 0.0 0.0
H -0.48884 3.88380 -1.46603 0.0 0.0 0.0
H -2.49324 4.98740 -1.54537 0.0 0.0 0.0
H -5.75662 3.91486 0.96904 0.0 0.0 0.0
H -4.45445 2.00432 1.89769 0.0 0.0 0.0
```
Positions in Å, forces in eV/Å.

## Properties
<S²>	6.028
HOMO level (spin up / spin down)	-8.7323 / -11.0180	eV
2S+1	5
E_tot	-183405.5008	eV
maximum force	0.011	Eh/bohr
total charge	+1
LUMO (spin up / spin down)	-2.78 / -4.20	eV

=====

# 2
ORCA calculation (ωB97M-V/def2-TZVPD) on C36H34BrF3N8O2Re as an isolated structure.

```
85
Properties=species:S:1:pos:R:3:forces:R:3
Re -0.15400 -0.46539 0.32677 -0.1 0.0 -0.1
Br -1.10013 -7.84310 0.35391 0.0 0.0 0.0
C -0.58658 -6.05021 0.59453 0.0 0.0 0.0
C 0.76580 -5.73195 0.77399 0.0 0.0 0.0
C 1.16343 -4.42728 0.95468 0.0 0.0 0.0
C 0.23088 -3.38193 0.93398 0.0 0.0 0.0
O 0.66538 -2.13967 1.09173 0.0 -0.1 0.0
C -1.13091 -3.70896 0.76783 0.0 0.0 0.0
C -2.13669 -2.71998 0.97946 0.0 0.0 0.0
N -1.94225 -1.44501 0.95127 0.0 0.1 0.0
C -2.91702 -0.57634 1.50465 0.0 0.0 0.0
C -4.27417 -0.63899 1.38269 0.0 0.0 0.0
C -5.07228 0.27736 2.11008 0.0 0.0 0.0
C -4.51044 1.19440 2.95277 0.0 0.0 0.0
C -3.10053 1.27152 3.08603 0.0 0.0 0.0
C -2.41590 2.16293 3.94169 0.0 0.0 0.0
C -1.04840 2.14273 3.97129 0.0 0.0 0.0
C -0.34848 1.28296 3.10796 0.0 0.0 0.0
N -0.94853 0.44142 2.29163 0.0 0.1 0.0
C -2.31519 0.40141 2.31837 0.0 0.0 0.0
C -1.52567 -5.05387 0.61941 0.0 0.0 0.0
H 1.50071 -6.52595 0.77207 0.0 0.0 0.0
H 2.20860 -4.18198 1.09009 0.0 0.0 0.0
H -3.12590 -3.07223 1.26855 0.0 0.0 0.0
H -4.74233 -1.37776 0.74426 0.0 0.0 0.0
H -6.14745 0.22985 2.00533 0.0 0.0 0.0
H -5.13256 1.86954 3.52562 0.0 0.0 0.0
H -2.97630 2.84497 4.56902 0.0 0.0 0.0
H -0.49151 2.79580 4.62785 0.0 0.0 0.0
H 0.73069 1.30833 3.05884 0.0 0.0 0.0
H -2.57718 -5.29366 0.52342 0.0 0.0 0.0
N 0.31712 -0.60109 -5.23219 0.0 0.0 0.0
C -0.34937 -1.20009 -4.50321 0.0 0.0 0.0
N -1.11410 -1.87669 -3.64314 0.0 0.0 0.0
C -1.16919 -1.38627 -2.48283 0.0 -0.1 0.0
N -1.24729 -0.93575 -1.39662 0.0 0.0 0.0
C 4.57788 -1.42892 2.29936 0.0 0.0 0.0
N 3.25552 -0.80602 2.35156 0.0 0.0 0.0
C 2.61751 -0.69651 3.66065 0.0 0.0 0.0
C 2.66609 -0.40390 1.26617 0.0 0.1 0.0
O 1.57599 0.26538 1.25926 0.1 -0.1 0.1
H 5.27698 -0.85118 2.90200 0.0 0.0 0.0
H 4.93002 -1.46007 1.27142 0.0 0.0 0.0
H 4.51737 -2.44116 2.69560 0.0 0.0 0.0
H 2.90020 0.23330 4.15510 0.0 0.0 0.0
H 2.95057 -1.53205 4.27152 0.0 0.0 0.0
H 1.54007 -0.75562 3.53613 0.0 0.0 0.0
H 3.16978 -0.62854 0.32664 0.0 0.0 0.0
F -2.26883 6.02274 -1.59208 0.0 0.0 0.0
C -2.81702 5.40813 -0.53407 0.0 0.0 0.0
F -2.57951 6.15641 0.54679 0.0 0.0 0.0
F -4.13284 5.34077 -0.72424 0.0 0.0 0.0
C -2.20709 4.03086 -0.37747 0.0 0.0 0.0
C -2.84985 2.90612 -0.85839 0.0 0.0 0.0
C -2.22473 1.67716 -0.73098 0.0 0.0 0.0
N -1.02239 1.52971 -0.15757 0.1 0.0 0.0
C -0.41619 2.63163 0.31674 0.0 0.0 0.0
C -0.96325 3.89403 0.22398 0.0 0.0 0.0
H -3.82458 2.97077 -1.32117 0.0 0.0 0.0
H -2.68734 0.77372 -1.09918 0.0 0.0 0.0
H 0.54036 2.47646 0.79943 0.0 0.0 0.0
H -0.43756 4.74872 0.62716 0.0 0.0 0.0
C 2.25809 1.96802 -4.35747 0.0 0.0 0.0
N 1.53617 2.31892 -3.09210 0.0 0.0 0.0
C 0.07222 2.06205 -3.22611 0.0 0.0 0.0
C 2.11318 1.68969 -1.82044 0.0 0.0 0.0
C 2.22453 0.19367 -1.88758 0.0 0.0 0.0
C 3.33029 -0.28024 -2.60923 0.0 0.0 0.0
C 3.51243 -1.61949 -2.87827 0.0 0.0 0.0
C 2.55348 -2.51116 -2.42491 0.0 0.0 0.0
C 1.50376 -2.05625 -1.64645 0.0 0.0 0.0
C 1.31939 -0.70943 -1.29450 0.0 0.1 0.0
H 1.86541 2.61068 -5.14188 0.0 0.0 0.0
H 2.05402 0.93002 -4.60664 0.0 0.0 0.0
H 3.31980 2.15513 -4.22275 0.0 0.0 0.0
H 1.65443 3.32362 -2.96792 0.0 0.0 0.0
H -0.10683 1.01603 -3.00205 0.0 0.0 0.0
H -0.23771 2.27094 -4.24580 0.0 0.0 0.0
H -0.45472 2.70739 -2.52756 0.0 0.0 0.0
H 1.46460 2.02053 -1.01586 0.0 0.0 0.0
H 3.09290 2.15248 -1.69725 0.0 0.0 0.0
H 4.06351 0.42795 -2.97686 0.0 0.0 0.0
H 4.36527 -1.95605 -3.45130 0.0 0.0 0.0
H 2.62845 -3.56570 -2.65750 0.0 0.0 0.0
H 0.79790 -2.79981 -1.30569 0.0 0.0 0.0
```
Positions in Å, forces in eV/Å.

## Properties
energy relative to the best compared isomer or geometry (same formula, charge and spin)	30.6	kJ/mol
<S²>	0.757
HOMO level (spin up / spin down)	-12.7213 / -12.9497	eV
2S+1	2
E_tot	-134211.8172	eV
maximum force	0.003	Eh/bohr
total charge	+2
LUMO (spin up / spin down)	-5.87 / -6.45	eV

=====

# 3
ORCA calculation (ωB97M-V/def2-TZVPD) on a 2-piece molecular cluster, C36H34FN2O overall.

```
74
Properties=species:S:1:pos:R:3:forces:R:3
C -4.64178 5.06229 -3.83770 -0.1 0.2 0.0
O -4.76906 4.71322 -2.44774 0.2 -1.6 0.5
C -4.54296 3.45274 -2.02181 0.2 0.8 -0.2
C -4.55928 3.26200 -0.61524 -0.1 0.1 0.0
C -4.15776 2.06255 -0.08794 0.1 0.4 0.0
C -3.74287 0.98051 -0.93034 0.2 -0.5 0.5
C -3.17352 -0.15701 -0.30532 -1.7 0.1 -0.6
C -2.73030 -1.36910 -0.91778 0.7 -0.4 -0.2
C -2.84011 -2.59071 -0.19236 0.3 0.3 0.1
C -2.39358 -3.78804 -0.73372 -0.2 0.0 -0.1
C -1.86863 -3.82155 -2.03390 -0.3 0.4 0.3
C -1.76128 -2.63412 -2.76549 0.0 0.3 -0.1
C -2.13916 -1.41345 -2.21097 -0.2 -0.3 0.2
C -3.97261 1.12405 -2.33306 0.3 0.4 -0.3
C -4.28415 2.35381 -2.87660 -0.1 -0.1 -0.1
H -4.88410 6.12556 -3.83195 0.1 -0.2 -0.3
H -3.62208 4.90877 -4.20764 -0.1 0.0 0.2
H -5.35292 4.51099 -4.46236 0.1 0.1 0.2
H -4.87245 4.10426 0.00148 0.2 -0.3 -0.1
H -4.12955 1.93270 0.99660 0.1 0.1 -0.3
H -3.28456 -0.18422 0.78192 0.2 0.1 -0.2
H -3.28707 -2.56429 0.80542 0.2 -0.1 -0.3
H -2.47226 -4.71028 -0.15451 0.0 0.3 -0.2
H -1.56187 -4.76888 -2.47721 0.0 0.3 0.1
H -1.38971 -2.65552 -3.79035 0.1 0.0 0.3
H -1.96993 -0.48104 -2.75052 0.1 -0.4 0.1
H -3.88561 0.25871 -2.99003 0.0 0.3 0.2
H -4.34706 2.49070 -3.95948 -0.1 -0.2 0.4
F 0.39377 -2.55437 0.66291 0.2 0.6 0.2
C 1.36460 -1.57283 1.04810 0.3 -0.3 0.6
C 1.99293 -2.03454 2.38103 -0.2 0.1 -0.3
C 1.79303 -3.31647 2.89964 0.1 0.1 0.0
C 2.41859 -3.68675 4.09393 0.0 0.2 -0.1
C 3.26008 -2.79814 4.77067 0.0 -0.1 -0.1
C 3.44262 -1.51200 4.26427 -0.3 -0.1 -0.3
C 2.78330 -1.13072 3.09246 0.3 0.0 0.2
C 2.37163 -1.47098 -0.10949 -0.3 -0.6 0.1
C 3.72698 -1.75071 0.05789 0.1 0.3 -0.1
C 4.62037 -1.56639 -1.00590 -0.2 -0.1 0.0
C 4.15253 -1.19406 -2.26612 -0.1 0.1 0.2
C 2.78120 -0.99917 -2.45171 -0.2 -0.1 0.0
C 1.89360 -1.16770 -1.39005 0.3 0.2 0.0
C 0.54623 -0.26296 1.26353 -0.2 0.2 -0.3
C -0.43655 -0.31649 2.45701 -0.2 -0.5 -0.4
C -0.32427 1.02311 3.18656 0.2 0.3 0.4
C 0.62076 1.87859 2.35016 0.0 -0.1 -0.5
N 1.36796 0.91495 1.52926 -0.1 0.0 0.7
C 2.06128 1.52163 0.45429 0.0 0.4 -0.3
C 1.33914 2.03550 -0.63363 0.7 0.0 -0.2
C 2.07238 2.53185 -1.71365 -0.2 -0.3 0.7
N 3.40399 2.53756 -1.70932 0.4 0.4 -0.5
C 4.08856 2.14886 -0.63629 -0.7 -0.1 0.6
C 3.45101 1.65865 0.51143 -0.4 -0.1 -0.7
H 1.14570 -4.02229 2.37738 0.2 0.2 0.1
H 2.24778 -4.68682 4.48235 0.1 0.1 0.0
H 3.77855 -3.11080 5.68119 -0.2 0.1 -0.3
H 4.09180 -0.78963 4.75585 -0.2 -0.2 0.0
H 2.86990 -0.11508 2.71483 0.2 -0.4 0.2
H 4.09285 -2.08670 1.02912 0.0 0.2 -0.3
H 5.68612 -1.70402 -0.82986 -0.2 -0.1 -0.1
H 4.84546 -1.04573 -3.09883 -0.2 0.0 0.3
H 2.39311 -0.69742 -3.42654 0.2 -0.2 0.2
H 0.81841 -1.05999 -1.54644 0.3 0.1 0.0
H -0.04244 -0.11992 0.33540 0.1 -0.1 0.0
H -1.43977 -0.47375 2.03324 0.2 -0.1 0.4
H -0.20396 -1.15346 3.12895 -0.2 0.2 -0.3
H -1.29318 1.52498 3.28011 0.2 -0.1 0.2
H 0.10977 0.88532 4.18596 -0.3 0.0 -0.2
H 0.05043 2.56467 1.69555 0.1 0.0 0.2
H 1.32850 2.47684 2.94201 -0.3 -0.1 -0.1
H 0.24543 2.02073 -0.64023 0.4 -0.1 0.0
H 1.54997 2.92447 -2.59512 0.4 -0.1 0.2
H 5.17732 2.21758 -0.65746 -0.3 0.0 -0.2
H 3.99873 1.32995 1.39413 -0.1 0.0 -0.3
```
Positions in Å, forces in eV/Å.

## Properties
HOMO level	-10.7175	eV
E_tot	-45621.5220	eV
maximum force	0.035	Eh/bohr
total charge	+1
LUMO	-5.51	eV